# 1
# C5H17N2O

2 unconnected molecules or ions with the total composition C5H17N2O at a distorted geometry (the ωB97M-V functional and the def2-TZVPD basis, OMol25).

Last column: Mulliken charge in e.
Geometry (Å):
C 0.1813 -1.6554 -0.2911  -0.823
N 1.1496 -1.6534 0.8745  0.020
C 2.4350 -0.9221 0.6897  -0.720
C -0.5777 -0.2943 -0.2479  0.746
N -2.1555 -0.6236 -0.7431  -0.338
C -1.0116 1.9499 1.0268  -1.476
C -0.5674 0.4597 1.0107  -0.717
H 0.6094 -1.7351 -1.2242  0.402
H -0.4671 -2.5694 -0.2017  0.471
H 1.3232 -2.5753 1.1914  0.376
H 2.9280 -1.0675 -0.2446  0.361
H 3.1591 -1.2945 1.4387  0.382
H 2.2225 0.1429 0.7578  0.307
H -0.1061 0.4806 -1.0402  0.191
H -2.6810 -1.1562 -0.0518  0.380
H -2.0395 -0.8443 -1.6554  0.323
H -2.7283 0.2674 -0.6980  0.364
H -2.0302 2.0638 1.3488  0.424
H -0.7887 2.4941 0.1601  0.309
H -0.3869 2.4662 1.7425  0.442
H 0.4283 0.4315 1.4704  0.181
H -1.0832 -0.1082 1.8869  0.414
H 0.5724 2.8654 -1.3550  0.305
H 1.2295 2.0949 -2.4791  0.287
O 0.5153 2.0946 -1.8869  -0.609

Total charge = +2
2S+1 = 2
HOMO level (spin up / spin down) = -0.6905 / -0.6904 Ha
<S²> = 0.754
ΔE to the lowest compared entry with this formula, charge and spin = 64.8 kcal/mol



# 2
# C4H10P5

2 unconnected molecules or ions with the total composition C4H10P5 at a distorted geometry (the ωB97M-V functional and the def2-TZVPD basis, OMol25).

Last column: Mulliken charge in e.
Geometry (Å):
C -1.6299 -1.6463 1.5764  -0.590
C -0.0159 2.2761 -1.4365  -1.190
C -0.9478 -2.2910 0.4431  -0.519
C 0.3732 0.8393 -1.8732  -0.446
P 2.5596 1.5334 1.1896  0.072
P 2.3037 -0.3720 2.2729  0.053
P 2.7663 -0.5353 0.0633  0.044
P 0.5374 0.7722 1.5358  0.026
P 0.6084 -0.3335 -0.4829  0.149
H -1.4581 -2.0336 2.6503  0.308
H -1.4149 -0.6423 1.6662  0.133
H -2.6392 -1.6920 1.3521  0.332
H -1.0456 2.3867 -1.0888  0.342
H 0.8175 2.6698 -0.8763  0.298
H -0.0135 3.0077 -2.2296  0.394
H -1.4453 -2.4127 -0.4717  0.434
H -0.0747 -2.9189 0.6577  0.378
H 1.1927 0.8957 -2.4938  0.450
H -0.4738 0.4966 -2.4547  0.331

Total charge = +1
HOMO level = -0.4549 Ha
ΔE to the lowest compared entry with this formula, charge and spin = 48.5 kcal/mol



# 3
# C50H119BF10N7O10P

12 unconnected molecules or ions with the total composition C50H119BF10N7O10P at a distorted geometry (the ωB97M-V functional and the def2-TZVPD basis, OMol25).

Last column: Mulliken charge in e.
Geometry (Å):
P -0.4059 -0.1770 -0.1462  1.996
F -0.9824 -0.6991 -1.5670  -0.588
F 1.0463 0.1643 -0.8001  -0.207
F -1.0339 1.2439 -0.5054  -0.533
F 0.0694 0.3562 1.3217  -0.399
F -1.7462 -0.5798 0.6449  -0.761
F 0.0873 -1.6968 0.1155  -0.794
C -0.2266 -7.6270 4.5870  -1.518
C -0.4091 -6.9072 3.2506  -0.264
C -0.9012 -5.4348 3.2524  -0.639
N -1.2846 -4.8582 1.8566  0.834
C -0.2302 -4.9532 0.8108  -1.605
C -2.5702 -5.6493 1.3576  -0.747
C -3.6896 -4.7719 0.7978  -1.111
C -3.0133 -3.3937 0.9408  1.410
C -1.9261 -3.5202 2.0469  -0.451
H 0.6155 -7.2054 5.1358  0.370
H -0.1811 -8.7055 4.4357  0.391
H -1.1187 -7.4591 5.1904  0.364
H -1.1227 -7.5327 2.7142  0.290
H 0.5576 -7.0296 2.7620  0.243
H -0.0890 -4.8171 3.6357  0.393
H -1.5880 -5.2047 4.0670  0.482
H -0.6053 -4.7725 -0.1966  0.664
H 0.3338 -5.8837 0.8746  0.334
H 0.4924 -4.2419 1.2108  0.573
H -2.2926 -6.5601 0.8270  0.520
H -2.9835 -5.9882 2.3076  0.442
H -3.8384 -5.0182 -0.2536  0.225
H -4.5977 -4.9218 1.3817  0.412
H -2.5629 -3.0181 0.0220  -0.739
H -3.7929 -2.6662 1.1668  0.002
H -1.1095 -2.8106 1.9136  -0.046
H -2.2665 -3.3347 3.0656  0.067
C 5.8068 3.7004 -1.4038  -1.547
C 4.7572 3.0427 -2.2802  0.161
C 3.3458 3.5277 -1.9337  -0.641
N 2.3350 3.2671 -3.0737  0.725
C 2.6567 4.2887 -4.1826  -1.073
C 0.8967 3.6698 -2.5390  0.130
C -0.0910 2.9124 -3.4578  -0.437
C 0.6454 1.6500 -3.9116  0.759
C 2.1353 1.8989 -3.6526  -0.565
H 5.4517 3.5480 -0.3846  0.155
H 5.9437 4.7463 -1.6786  0.471
H 6.8396 3.3662 -1.5019  0.385
H 4.8574 1.9669 -2.1363  -0.112
H 5.0278 3.1927 -3.3253  0.468
H 3.3427 4.5950 -1.7128  0.408
H 3.0152 3.1991 -0.9484  0.282
H 1.7802 4.1764 -4.8207  0.516
H 3.5874 4.0240 -4.6845  0.338
H 2.6524 5.2705 -3.7091  0.334
H 0.7161 4.7431 -2.4801  0.472
H 0.7789 3.2431 -1.5430  -0.475
H -0.3686 3.5935 -4.2623  0.518
H -0.9828 2.6846 -2.8739  -0.298
H 0.6231 1.3861 -4.9689  0.363
H 0.4964 0.7653 -3.2926  -0.572
H 2.6996 1.6422 -4.5492  0.478
H 2.3729 1.1926 -2.8571  -0.197
C -3.2120 -3.2056 -3.1599  -1.057
C -4.1582 -2.0673 -3.0718  -0.257
C -4.2488 -1.4139 -1.6405  1.359
N -4.8222 0.0046 -1.5618  0.661
C -3.8056 1.0193 -2.2421  -0.643
C -4.9921 0.4847 -0.0770  0.724
C -6.1153 1.4807 -0.0065  -0.755
C -6.7142 1.5712 -1.3472  -0.988
C -6.2237 0.3390 -2.2251  -0.588
H -3.2473 -3.5349 -4.1983  0.586
H -3.4511 -4.0013 -2.4544  0.171
H -2.1893 -2.8466 -3.0445  0.015
H -5.1628 -2.3154 -3.4142  0.397
H -3.8556 -1.2852 -3.7680  0.010
H -3.2890 -1.5549 -1.1435  -1.844
H -4.9575 -2.0060 -1.0616  0.726
H -3.8291 2.0246 -1.8215  0.259
H -4.0887 0.9437 -3.2920  0.578
H -2.7851 0.6626 -2.1023  -0.184
H -4.0381 0.8632 0.2901  -0.564
H -5.1736 -0.3759 0.5668  0.135
H -5.9215 2.4160 0.5186  0.357
H -6.8915 1.1137 0.6650  0.435
H -6.3710 2.5418 -1.7055  0.236
H -7.8007 1.6251 -1.4166  0.496
H -6.2483 0.4319 -3.3108  0.357
H -6.7478 -0.5465 -1.8656  0.464
C 4.6887 -0.4221 3.6393  -0.716
N 4.2133 0.2813 2.3647  0.641
C 3.4595 1.5697 2.7740  -0.636
C 5.3421 0.7738 1.4437  -0.988
C 3.0702 -0.5713 1.6450  0.646
C 3.5208 -2.0284 1.2656  -0.343
O 3.5152 -2.8324 2.3659  -0.649
H 5.1800 -1.3844 3.4954  0.341
H 3.8458 -0.4984 4.3262  0.100
H 5.3871 0.2934 4.0732  0.445
H 2.8930 1.9842 1.9401  0.055
H 4.0896 2.3270 3.2406  0.454
H 2.6722 1.2709 3.4660  0.237
H 6.1075 1.1566 2.1187  0.348
H 4.8722 1.4891 0.7687  0.314
H 5.8368 -0.0453 0.9217  0.355
H 2.8720 -0.0526 0.7070  -0.515
H 2.1367 -0.5390 2.2069  0.433
H 4.4239 -1.9386 0.6620  0.321
H 2.8440 -2.5496 0.5885  -0.324
H 2.8962 -2.5483 3.0425  0.512
C 2.5329 -3.6831 -5.4380  -0.800
N 2.7238 -2.9194 -4.0955  0.578
C 3.8838 -3.5357 -3.2690  -0.759
C 3.0381 -1.4442 -4.4813  -0.898
C 1.4581 -2.8932 -3.2396  -0.571
C 1.1442 -4.1462 -2.4294  0.351
O 1.1193 -5.2682 -3.2660  -0.547
H 3.3082 -3.6100 -6.2005  0.395
H 1.5260 -3.4022 -5.7469  0.304
H 2.4235 -4.7578 -5.2924  0.299
H 3.6915 -3.2684 -2.2299  0.133
H 4.7954 -3.0681 -3.6410  0.494
H 3.9177 -4.6007 -3.4983  0.260
H 2.2164 -0.8145 -4.8224  0.092
H 3.9578 -1.4366 -5.0663  0.610
H 3.4384 -0.9903 -3.5747  0.183
H 0.6954 -2.5368 -3.9320  0.773
H 1.6326 -2.1482 -2.4633  -0.284
H 0.1421 -4.0147 -2.0214  -0.445
H 1.7960 -4.4253 -1.6015  0.376
H 0.6914 -5.9514 -2.7447  0.357
C -0.4084 4.6821 1.1903  -0.947
N 0.1679 6.0512 1.6994  0.468
C 0.9627 6.5850 0.4750  -1.224
C -0.9148 7.0812 1.9876  -0.922
C 1.1806 5.9200 2.9240  -0.456
C 2.7171 5.7037 2.6266  -0.741
O 2.9358 4.5490 1.8248  -0.184
H -0.8453 4.8980 0.2153  0.268
H -1.2163 4.4834 1.8947  0.389
H 0.3653 3.9213 1.0874  0.270
H 1.5179 7.4897 0.7226  0.421
H 0.2731 6.8211 -0.3354  0.437
H 1.5693 5.7402 0.1488  0.401
H -1.2796 6.6839 2.9347  0.469
H -1.6897 7.1189 1.2219  0.229
H -0.4269 8.0436 2.1421  0.406
H 0.8034 5.0462 3.4552  0.256
H 1.0441 6.8164 3.5290  0.412
H 3.2689 5.4057 3.5182  0.546
H 3.2281 6.5316 2.1352  0.374
H 3.8861 4.4149 1.8030  0.137
C -1.4905 0.9915 4.4682  -1.076
N -2.9906 0.8797 4.1673  0.714
C -3.7819 1.4114 5.4013  -0.920
C -3.3362 1.9319 3.0201  -0.715
C -3.2578 -0.6175 3.8063  1.043
C -4.6883 -1.0432 3.9080  -1.216
O -5.4118 -0.2222 3.0083  -0.398
H -1.3240 2.0467 4.6847  0.434
H -0.9636 0.6346 3.5832  0.370
H -1.2954 0.3626 5.3368  0.249
H -4.8426 1.3266 5.1646  0.366
H -3.4957 2.4258 5.6790  0.344
H -3.6310 0.6558 6.1723  0.362
H -2.7303 1.7457 2.1333  -0.056
H -3.1677 2.9436 3.3890  0.589
H -4.3713 1.8648 2.6851  0.243
H -2.7697 -1.1553 4.6191  -0.058
H -2.7683 -0.9390 2.8870  -0.484
H -5.1350 -0.9543 4.8982  0.569
H -4.7804 -2.1005 3.6595  0.281
H -6.1310 0.1468 3.5262  0.330
B -3.5224 4.7130 -0.5529  -0.232
F -3.0289 5.7333 0.2812  -0.230
F -4.6321 5.2432 -1.1927  -0.365
F -2.5835 4.2685 -1.5105  -0.179
F -3.8444 3.6398 0.2517  0.130
C 0.2550 -1.8930 6.3106  -1.218
C 1.1278 -1.4922 5.1433  0.725
O 1.3786 -0.2859 4.9423  -0.704
O 1.3404 -2.3939 4.3101  -0.676
H 0.5816 -2.8381 6.7446  0.415
H -0.7455 -2.0259 5.8989  0.097
H 0.1220 -1.0747 7.0183  0.324
C -1.9849 -0.2940 -6.0981  -0.447
C -0.9423 -0.9140 -7.0531  0.227
O -1.2962 -0.8782 -8.1992  -0.704
O 0.1264 -1.3806 -6.5944  -0.611
H -2.3262 0.6775 -6.4557  0.454
H -1.7007 0.0372 -5.0993  -0.095
H -2.8000 -1.0036 -5.9557  0.259
C 7.3517 -0.0362 -2.4162  -0.864
C 6.2752 -1.0043 -2.0414  0.391
O 6.5981 -2.1906 -2.0922  -0.779
O 5.1613 -0.5544 -1.6620  -0.177
H 8.3820 -0.3788 -2.5117  0.315
H 7.2371 0.7556 -1.6759  0.047
H 7.0786 0.4387 -3.3585  0.240

Total charge = +2
HOMO level = -0.3564 Ha



# 4
# C41H95O22P3

11 unconnected molecules or ions with the total composition C41H95O22P3 at a distorted geometry (the ωB97M-V functional and the def2-TZVPD basis, OMol25).

Last column: Mulliken charge in e.
Geometry (Å):
C -6.0750 8.0365 18.7888  -0.634
O -5.9804 8.6884 17.5112  0.271
P -6.6708 7.9408 16.2822  0.709
O -8.1430 7.9563 16.2212  -0.696
O -5.9152 8.4876 14.9758  -0.414
C -6.5129 9.4900 14.1334  -0.531
O -6.0708 6.4666 16.4263  -0.373
C -5.9094 5.6290 15.2745  -0.745
H -5.1070 8.2047 19.2706  0.274
H -6.3064 6.9775 18.8203  0.351
H -6.7697 8.6379 19.3843  0.034
H -6.1187 9.3329 13.1296  0.419
H -6.0866 10.4681 14.3698  0.023
H -7.5927 9.4938 14.1922  0.387
H -6.4334 6.0669 14.4221  0.311
H -6.4323 4.7121 15.5407  0.285
H -4.8958 5.4411 14.9277  0.264
C -10.8389 10.8071 11.3119  -0.697
O -9.8208 10.5497 12.2520  -0.339
P -9.1115 11.7695 13.0340  0.832
O -7.8259 12.1507 12.4343  -0.786
O -10.1952 12.9528 13.1680  -0.179
C -10.0312 14.1616 12.4334  -0.169
O -9.1046 11.1483 14.5035  0.303
C -10.3051 10.8625 15.2038  -0.674
H -10.6896 10.2571 10.3774  0.276
H -10.8738 11.8500 10.9880  0.236
H -11.8301 10.5017 11.6557  0.273
H -9.5834 14.8800 13.1301  -0.480
H -10.9825 14.6459 12.1973  0.449
H -9.4479 14.0448 11.5228  0.474
H -10.3727 9.8313 15.5550  0.209
H -11.1717 10.8842 14.5366  0.281
H -10.4593 11.5289 16.0491  0.263
C -11.1402 15.7463 15.5502  -0.601
O -12.4655 15.8631 16.1197  -0.250
P -13.0335 17.3125 16.4453  1.225
O -12.1220 18.3974 16.8183  -0.786
O -14.0090 17.6948 15.2119  -0.393
C -14.8344 16.6984 14.6102  -0.643
O -14.1628 16.9114 17.5277  -0.292
C -14.8554 17.9314 18.2390  -0.797
H -10.7497 14.7590 15.7834  0.033
H -10.4364 16.5114 15.8724  0.373
H -11.3062 15.8357 14.4745  0.376
H -15.6812 17.2519 14.2005  0.253
H -15.0798 15.8997 15.3059  0.315
H -14.3311 16.3221 13.7127  0.232
H -15.0757 18.8549 17.7052  0.342
H -14.4044 18.1767 19.2009  0.270
H -15.8017 17.4384 18.4743  0.288
C -3.2800 17.8281 15.9118  -0.400
O -3.4667 17.4652 17.2369  -0.391
C -2.8609 16.2809 17.6690  0.167
C -3.6212 15.8594 18.9304  0.382
O -3.2937 16.7639 19.9776  -0.466
C -2.2838 16.2282 20.8170  -0.675
H -2.2215 17.9045 15.6174  0.301
H -3.7151 18.7804 15.6131  0.310
H -3.7050 17.0291 15.2837  -0.045
H -1.7986 16.4375 17.8717  0.376
H -2.9897 15.4754 16.9331  -0.097
H -3.5937 14.8025 19.2064  -0.128
H -4.6733 16.0678 18.7083  0.044
H -2.2178 16.7415 21.7704  0.312
H -1.2913 16.1626 20.3539  0.246
H -2.4969 15.1652 20.9883  0.161
C -4.2789 14.1752 10.0798  -0.687
O -3.4080 14.0274 11.1627  -0.391
C -4.0555 14.2257 12.3980  -0.433
C -3.1718 13.7591 13.5815  0.361
O -2.3287 14.7506 14.0962  -0.284
C -1.3641 15.2902 13.2328  -0.793
H -5.0690 13.4160 10.0411  0.253
H -3.6979 14.2338 9.1612  0.294
H -4.8576 15.1142 10.1088  0.244
H -5.0207 13.7296 12.5515  0.344
H -4.2437 15.3004 12.5239  0.395
H -2.6258 12.8600 13.2664  0.354
H -3.8301 13.4251 14.3849  -0.492
H -1.1532 16.3410 13.4130  0.266
H -1.7126 15.1652 12.2000  0.309
H -0.4107 14.7475 13.1747  0.261
C -7.4531 14.4838 16.8526  1.372
C -8.0435 13.0724 16.8672  1.195
C -6.9403 12.0980 16.6987  1.013
O -6.0085 12.9194 15.9562  -0.434
C -5.9562 14.2378 16.5131  1.495
H -7.6142 14.9244 17.8431  -0.366
H -7.9809 15.1743 16.1962  -1.125
H -8.8470 13.0504 16.1254  -1.147
H -8.6864 12.9018 17.7411  -0.095
H -7.0394 11.1115 16.2569  -0.945
H -6.4197 11.8060 17.6255  -0.213
H -5.5897 14.8927 15.7238  0.263
H -5.2406 14.1769 17.3377  -1.288
C -10.0242 10.3467 21.1354  -0.387
C -10.2067 9.2369 20.1177  -0.724
C -9.7645 10.0100 18.8872  0.429
O -10.5369 11.1889 18.9367  -0.386
C -10.7084 11.5026 20.3411  0.203
H -8.9787 10.5309 21.3795  -0.045
H -10.5372 10.2332 22.0928  0.433
H -11.2584 8.9968 19.9741  0.304
H -9.5650 8.3614 20.2374  0.401
H -9.8785 9.3698 18.0055  0.257
H -8.7027 10.2931 18.8045  -0.379
H -11.7643 11.6386 20.5598  0.403
H -10.1976 12.4185 20.6463  -0.395
C -6.3803 17.7533 13.7021  0.373
C -7.3599 18.1595 12.5820  -0.956
C -8.6713 17.5176 12.9596  -0.414
O -8.3904 16.6839 14.1351  -0.150
C -7.3699 17.4103 14.7970  -0.097
H -5.6069 18.4416 14.0490  0.348
H -5.7737 16.9071 13.3729  -0.377
H -6.9489 17.7916 11.6399  0.325
H -7.4214 19.2435 12.4773  0.296
H -9.1054 16.8629 12.2075  0.300
H -9.4098 18.2649 13.2593  0.316
H -6.8617 16.7283 15.4885  -0.230
H -7.7424 18.2483 15.3931  0.216
C -5.5273 13.1616 20.4235  1.262
C -5.4500 14.2943 21.4782  -0.308
C -6.3730 13.7863 22.5596  -0.026
O -6.2720 12.3704 22.4773  -0.545
C -6.3339 12.0436 21.0846  0.099
H -4.4919 12.8314 20.2959  -0.201
H -5.8718 13.4808 19.4399  -0.815
H -5.8936 15.1757 21.0138  0.255
H -4.4623 14.3894 21.9157  0.085
H -7.4112 14.1223 22.4469  -0.291
H -6.0211 14.0642 23.5532  0.428
H -7.4087 12.0329 20.8485  -0.347
H -6.0202 11.0156 20.9068  0.312
C -1.8633 11.6265 18.3954  -0.759
C -3.0939 11.8218 17.5613  1.723
C -3.0064 10.6245 16.5778  0.032
O -1.6222 10.5110 16.3102  -0.528
C -0.8370 10.9745 17.4221  -0.469
H -2.1040 11.0024 19.2555  0.339
H -1.3743 12.5428 18.7325  0.278
H -3.2370 12.7727 17.0367  -0.788
H -4.0477 11.8404 18.1013  -0.539
H -3.6015 10.7110 15.6709  0.053
H -3.2963 9.6954 17.0864  0.013
H -0.1310 11.6983 17.0205  0.317
H -0.3789 10.0648 17.8124  0.265
C -10.2392 16.1200 19.3736  -0.216
C -9.2592 15.5304 20.3785  0.666
C -10.1928 15.2148 21.5379  -0.927
O -11.3789 14.7902 20.8794  -0.524
C -11.5852 15.4232 19.6204  0.067
H -9.8455 16.0041 18.3564  -0.320
H -10.3790 17.2066 19.3624  0.348
H -8.4022 16.1752 20.5826  0.504
H -8.8162 14.6441 19.9129  -0.478
H -10.3851 16.1052 22.1436  0.373
H -9.8522 14.3784 22.1474  0.315
H -12.3904 16.1541 19.5599  0.062
H -11.6663 14.6492 18.8542  0.249

HOMO level = -0.3373 Ha
SMILES = COP(=O)(OC)OC.COP(=O)(OC)OC.COP(=O)(OC)OC.C1CCOC1.C1CCOC1.C1CCOC1.C1CCOC1.C1CCOC1.C1CCOC1.COCCOC.COCCOC